Computed, not measured: a structure of composition C12H36N8O8P2Ti in a non-equilibrium geometry, with the ωB97M-V functional and the def2-TZVPD basis.

The multiplicity is 4. For the calculated total energy, the calculation gives -83019.0767 eV. Its LUMO energy (alpha / beta) is 2.14 / 2.11 eV. The value obtained for the molar mass is 530.28 g mol⁻¹. Its charge is -1. As for the orbital gap (alpha / beta): 3.68 / 7.91 eV.

Last column: Löwdin charge in e.
CARTESIAN COORDINATES (ANGSTROEM)
Ti  0.92009  -0.79919  1.90416  0.800
N  -1.32106  -3.26861  3.03644  -0.596
O  -2.51480  -2.93968  3.18066  -0.034
O  -0.54442  -2.49847  2.39425  -0.186
O  -0.87995  -4.33060  3.47048  -0.017
N  1.02379  1.62294  3.27537  -0.612
O  1.04487  0.44752  3.73895  -0.169
O  1.46568  2.59617  3.86964  -0.007
O  0.63605  1.74307  2.06618  -0.144
O  -4.73374  1.03552  -1.22785  -0.293
P  -3.98072  1.69930  -0.14893  0.472
N  -2.74936  0.80351  0.47459  -0.292
C  -2.72751  0.22900  1.82296  -0.069
C  -1.73769  0.31444  -0.41159  -0.128
N  -4.93736  2.15714  1.12615  -0.305
C  -4.48903  3.04612  2.17827  -0.117
C  -6.05460  1.26925  1.46245  -0.108
N  -3.23109  3.08966  -0.68529  -0.301
C  -4.02220  3.93654  -1.57231  -0.122
C  -2.19670  3.80375  0.02436  -0.125
H  -3.23671  0.87916  2.52078  0.062
H  -1.68550  0.12348  2.12403  0.053
H  -3.17054  -0.77034  1.83451  0.082
H  -0.76533  0.77102  -0.20038  0.059
H  -2.02004  0.46795  -1.45580  0.079
H  -1.67144  -0.77941  -0.32455  0.091
H  -5.02695  2.81823  3.09240  0.083
H  -3.41275  2.96449  2.36056  0.068
H  -4.61285  4.09354  1.87745  0.076
H  -5.73470  0.48429  2.16498  0.080
H  -6.84635  1.81119  1.98470  0.075
H  -6.41170  0.82428  0.53879  0.068
H  -4.66780  3.33630  -2.21258  0.067
H  -4.69882  4.60596  -1.02134  0.077
H  -3.33432  4.49131  -2.21452  0.077
H  -1.75228  3.12986  0.76270  0.070
H  -2.55983  4.69960  0.53006  0.077
H  -1.37464  4.01355  -0.66691  0.084
O  2.06037  -1.78536  0.20703  -0.364
P  3.08998  -1.81406  -0.84695  0.474
N  3.50614  -0.28920  -1.32451  -0.291
C  4.85780  0.22804  -1.44145  -0.089
C  2.44490  0.59357  -1.75447  -0.116
N  2.57593  -2.59184  -2.18287  -0.316
C  1.52021  -3.59678  -2.05790  -0.079
C  2.90344  -2.12980  -3.51393  -0.105
N  4.46219  -2.57016  -0.39282  -0.290
C  5.10721  -3.61763  -1.12950  -0.113
C  5.12640  -2.21147  0.86363  -0.090
H  5.39002  -0.22021  -2.29358  0.076
H  5.43506  0.00093  -0.54950  0.056
H  4.84830  1.30535  -1.57775  0.085
H  2.41164  0.72921  -2.84393  0.076
H  2.46018  1.53602  -1.20716  0.092
H  1.45928  0.16063  -1.54161  0.071
H  1.35641  -3.76432  -0.99339  0.080
H  0.60671  -3.22876  -2.52161  0.090
H  1.86606  -4.55577  -2.45181  0.080
H  2.76073  -2.94055  -4.23290  0.085
H  2.25200  -1.31301  -3.84676  0.075
H  3.93987  -1.79950  -3.58024  0.076
H  6.06348  -3.31309  -1.57339  0.084
H  5.22635  -4.48694  -0.47625  0.086
H  4.52170  -3.96851  -1.98187  0.071
H  5.38439  -3.11322  1.41184  0.086
H  4.41735  -1.63861  1.47321  0.067
H  5.95812  -1.52681  0.68654  0.068